[1]
Below is C56H43FeN2O6P2S as an isolated structure, with properties calculated with ωB97M-V with the def2-TZVPD basis set.

Geometry (Å):
1 Fe -0.638 0.073 0.744
2 O -1.092 -4.402 5.077
3 C -0.968 -3.458 4.118
4 C -0.350 -3.717 2.893
5 C -0.286 -2.690 1.987
6 N -0.768 -1.485 2.258
7 C -1.318 -1.221 3.438
8 C -1.471 -2.193 4.398
9 C -1.660 0.248 3.623
10 O -2.261 0.592 4.628
11 O -1.197 0.976 2.667
12 C 0.291 -2.786 0.589
13 O 0.888 -3.779 0.228
14 O 0.051 -1.713 -0.110
15 H -0.679 -5.220 4.780
16 H 0.077 -4.682 2.643
17 H -1.936 -1.957 5.347
18 C 5.023 -1.054 -3.456
19 C 4.058 0.081 -3.077
20 C 4.444 1.360 -3.843
21 C 2.637 -0.305 -3.455
22 C 2.368 -0.731 -4.751
23 C 1.084 -1.015 -5.175
24 C 0.036 -0.855 -4.288
25 C 0.252 -0.444 -2.976
26 P -1.230 -0.091 -1.928
27 C -1.889 1.305 -2.968
28 C -3.177 1.427 -3.481
29 C -3.569 2.560 -4.192
30 C -2.679 3.597 -4.400
31 C -1.382 3.485 -3.910
32 C -0.995 2.356 -3.208
33 C -2.299 -1.546 -2.288
34 C -3.691 -1.465 -2.230
35 C -4.486 -2.582 -2.460
36 C -3.899 -3.815 -2.700
37 C -2.513 -3.924 -2.698
38 C -1.721 -2.801 -2.500
39 C 1.565 -0.179 -2.574
40 O 1.755 0.260 -1.276
41 C 3.025 0.415 -0.765
42 C 3.136 0.645 0.611
43 C 4.401 0.872 1.144
44 C 5.529 0.846 0.349
45 C 5.391 0.576 -1.002
46 C 4.150 0.351 -1.585
47 P 1.703 0.594 1.777
48 C 2.160 -0.843 2.845
49 C 2.957 -1.872 2.342
50 C 3.202 -3.016 3.094
51 C 2.648 -3.154 4.358
52 C 1.815 -2.159 4.852
53 C 1.561 -1.022 4.096
54 C 2.085 2.102 2.778
55 C 2.589 2.074 4.076
56 C 2.942 3.250 4.731
57 C 2.810 4.472 4.096
58 C 2.332 4.512 2.793
59 C 1.976 3.341 2.141
60 H 4.994 -1.252 -4.528
61 H 4.760 -1.974 -2.929
62 H 6.053 -0.795 -3.205
63 H 4.397 1.191 -4.922
64 H 5.460 1.671 -3.586
65 H 3.762 2.176 -3.595
66 H 3.187 -0.824 -5.455
67 H 0.900 -1.338 -6.192
68 H -0.979 -1.039 -4.619
69 H -3.900 0.637 -3.369
70 H -4.579 2.619 -4.581
71 H -2.986 4.483 -4.945
72 H -0.665 4.280 -4.076
73 H 0.021 2.294 -2.840
74 H -4.174 -0.535 -1.962
75 H -5.565 -2.489 -2.425
76 H -4.515 -4.689 -2.874
77 H -2.042 -4.887 -2.853
78 H -0.642 -2.905 -2.488
79 H 4.497 1.066 2.206
80 H 6.508 1.026 0.776
81 H 6.277 0.550 -1.625
82 H 3.385 -1.795 1.351
83 H 3.824 -3.801 2.681
84 H 2.848 -4.040 4.950
85 H 1.347 -2.270 5.823
86 H 0.871 -0.278 4.478
87 H 2.734 1.140 4.594
88 H 3.326 3.200 5.742
89 H 3.085 5.387 4.607
90 H 2.233 5.459 2.277
91 H 1.612 3.401 1.127
92 C -3.400 -2.096 1.159
93 C -3.762 -0.637 1.091
94 C -5.091 -0.289 1.443
95 C -5.525 0.976 1.257
96 C -4.644 1.961 0.751
97 C -5.090 3.268 0.477
98 C -4.204 4.191 0.007
99 C -2.847 3.855 -0.141
100 C -2.355 2.601 0.147
101 S -0.616 2.351 0.050
102 C -3.297 1.592 0.538
103 N -2.898 0.266 0.681
104 H -4.160 -2.669 0.629
105 H -3.388 -2.443 2.198
106 H -2.445 -2.305 0.691
107 H -5.744 -1.062 1.830
108 H -6.546 1.256 1.494
109 H -6.132 3.516 0.644
110 H -4.535 5.194 -0.230
111 H -2.140 4.609 -0.468

HOMO-LUMO gap (alpha / beta) ... 7.41 / 6.44 eV
Multiplicity ... 6
⟨S²⟩ ... 8.763
Relative energy (zero: lowest compared OMol25 entry of this formula, charge and spin) ... 5.7 kcal per mole
Max |F| ... 0.6 eV Å⁻¹
E_tot ... -137839.688 eV

---

[2]
Below is C56H44FN11O2Pb as an isolated structure, with properties calculated with ωB97M-V with the def2-TZVPD basis set.

Geometry (Å):
1 Pb -0.580 -0.229 -0.818
2 C 5.912 3.703 4.763
3 C 5.431 2.427 4.481
4 C 4.349 2.239 3.644
5 C 3.672 3.314 3.010
6 C 4.165 4.598 3.346
7 C 5.251 4.780 4.186
8 C 2.578 3.038 2.104
9 C 2.018 1.672 2.095
10 C 1.272 1.081 3.022
11 C 0.522 -0.056 2.407
12 C 0.918 -0.003 0.962
13 N 1.914 0.865 0.868
14 C 2.804 1.006 -0.198
15 C 2.493 0.625 -1.489
16 C 3.384 0.617 -2.643
17 C 2.613 0.465 -3.757
18 C 1.237 0.474 -3.316
19 C 0.092 0.933 -3.968
20 C -0.068 0.784 -5.436
21 C 0.780 1.434 -6.336
22 C 0.607 1.301 -7.707
23 C -0.428 0.524 -8.212
24 C -1.286 -0.118 -7.329
25 C -1.105 0.009 -5.959
26 C -0.797 1.854 -3.294
27 N -0.446 2.433 -2.106
28 C -1.132 3.589 -2.001
29 C -0.735 4.636 -1.095
30 C -1.312 5.987 -1.360
31 C -1.171 6.618 -2.599
32 C -1.686 7.887 -2.819
33 C -2.359 8.558 -1.804
34 C -2.505 7.946 -0.567
35 C -1.986 6.675 -0.350
36 C 0.255 4.585 -0.102
37 C 1.030 5.768 0.252
38 C 2.037 5.355 1.049
39 C 1.835 3.922 1.291
40 N 0.759 3.497 0.561
41 C -2.050 3.718 -3.104
42 C -1.833 2.632 -3.916
43 N 1.235 0.386 -1.952
44 C 4.140 1.601 0.073
45 C 5.065 0.972 0.899
46 C 6.314 1.537 1.133
47 C 6.654 2.740 0.537
48 C 5.740 3.374 -0.302
49 C 4.499 2.808 -0.534
50 H 6.764 3.849 5.416
51 H 5.918 1.560 4.917
52 H 4.013 1.230 3.450
53 H 3.683 5.476 2.959
54 H 5.580 5.792 4.403
55 H 1.133 1.442 4.031
56 H -0.553 0.120 2.536
57 H 4.456 0.731 -2.604
58 H 2.946 0.453 -4.783
59 H 1.565 2.068 -5.945
60 H 1.275 1.819 -8.386
61 H -0.565 0.425 -9.282
62 H -2.097 -0.728 -7.712
63 H -1.766 -0.507 -5.271
64 H -0.638 6.101 -3.387
65 H -1.555 8.360 -3.786
66 H -2.762 9.549 -1.976
67 H -3.029 8.458 0.231
68 H -2.097 6.195 0.615
69 H 0.879 6.762 -0.141
70 H 2.838 5.977 1.403
71 H -2.758 4.517 -3.266
72 H -2.318 2.415 -4.858
73 H 4.799 0.031 1.368
74 H 7.016 1.041 1.793
75 H 7.617 3.194 0.740
76 H 5.992 4.324 -0.760
77 H 3.768 3.306 -1.160
78 C -2.722 -4.345 -2.848
79 C -1.824 -3.265 -2.300
80 N -1.940 -2.034 -2.633
81 O -3.011 -1.772 -3.514
82 C -0.760 -3.659 -1.370
83 C -0.502 -5.120 -1.112
84 N -0.023 -2.736 -0.790
85 O 0.943 -3.074 -0.029
86 H -3.497 -3.914 -3.472
87 H -3.182 -4.906 -2.033
88 H -2.139 -5.050 -3.443
89 H -2.927 -0.819 -3.622
90 H -0.332 -5.677 -2.038
91 H -1.332 -5.598 -0.580
92 H 0.388 -5.186 -0.491
93 N -2.138 2.736 1.036
94 N -2.904 1.618 1.255
95 N -3.685 1.131 0.323
96 C -4.247 0.113 0.970
97 N -3.815 0.003 2.228
98 N -2.946 0.992 2.398
99 H -2.055 2.860 0.028
100 H -1.192 2.619 1.402
101 H -4.951 -0.560 0.512
102 F -1.590 -2.518 7.944
103 C -1.005 -2.265 6.742
104 C -1.804 -1.959 5.660
105 C -1.200 -1.701 4.439
106 C 0.187 -1.745 4.291
107 C 0.841 -1.467 2.962
108 C 0.952 -2.055 5.411
109 C 0.367 -2.320 6.645
110 H -2.880 -1.917 5.773
111 H -1.830 -1.464 3.589
112 H 1.924 -1.553 3.066
113 H 0.540 -2.207 2.215
114 H 2.032 -2.089 5.321
115 H 0.959 -2.560 7.518

HOMO-LUMO gap (alpha / beta) ... 4.70 / 4.72 eV
Net charge ... -2
Relative energy (zero: lowest compared OMol25 entry of this formula, charge and spin) ... 86.8 kcal per mole
Max |F| ... 0.6 eV Å⁻¹
E_tot ... -87231.304 eV

---

[3]
Below is C56H44N8O2Tl as an isolated structure, with properties calculated with ωB97M-V with the def2-TZVPD basis set.

Geometry (Å):
1 Tl -0.053 -0.539 0.463
2 C -1.832 -4.193 -6.039
3 C -2.363 -4.805 -4.913
4 C -2.070 -4.315 -3.647
5 C -1.252 -3.199 -3.477
6 C -0.714 -2.604 -4.620
7 C -1.001 -3.090 -5.885
8 C -0.932 -2.658 -2.130
9 C -1.990 -2.240 -1.328
10 C -3.397 -2.338 -1.630
11 C -4.080 -1.959 -0.519
12 C -3.121 -1.536 0.482
13 C -3.454 -0.887 1.687
14 C -4.755 -1.263 2.275
15 C -5.603 -0.411 3.002
16 C -6.808 -0.847 3.532
17 C -7.230 -2.158 3.374
18 C -6.398 -3.033 2.689
19 C -5.191 -2.599 2.169
20 C -2.561 0.081 2.356
21 N -1.185 -0.016 2.301
22 C -0.632 0.993 3.069
23 C 0.786 1.112 3.357
24 C 1.173 2.161 4.337
25 C 0.670 2.158 5.640
26 C 1.035 3.136 6.552
27 C 1.918 4.144 6.184
28 C 2.431 4.160 4.895
29 C 2.060 3.180 3.986
30 C 1.804 0.333 2.832
31 C 3.194 0.339 3.240
32 C 3.857 -0.566 2.478
33 C 2.908 -1.158 1.553
34 N 1.674 -0.608 1.832
35 C 3.217 -1.994 0.487
36 C 2.323 -2.434 -0.558
37 C 2.629 -3.295 -1.629
38 C 1.472 -3.449 -2.388
39 C 0.460 -2.697 -1.764
40 N 1.000 -2.092 -0.659
41 C 4.636 -2.412 0.356
42 C 5.395 -2.047 -0.758
43 C 6.728 -2.409 -0.870
44 C 7.340 -3.149 0.135
45 C 6.598 -3.525 1.245
46 C 5.261 -3.166 1.349
47 C -1.671 1.759 3.595
48 C -2.874 1.190 3.150
49 N -1.872 -1.731 -0.044
50 H -2.057 -4.575 -7.026
51 H -3.000 -5.674 -5.017
52 H -2.470 -4.806 -2.768
53 H -0.061 -1.748 -4.498
54 H -0.575 -2.606 -6.756
55 H -3.818 -2.658 -2.569
56 H -5.151 -1.903 -0.407
57 H -5.339 0.619 3.151
58 H -7.426 -0.140 4.074
59 H -8.172 -2.494 3.789
60 H -6.675 -4.075 2.579
61 H -4.540 -3.323 1.699
62 H -0.012 1.369 5.930
63 H 0.636 3.107 7.559
64 H 2.198 4.913 6.894
65 H 3.118 4.941 4.594
66 H 2.469 3.186 2.982
67 H 3.605 0.943 4.033
68 H 4.906 -0.806 2.532
69 H 3.580 -3.774 -1.797
70 H 1.345 -4.067 -3.262
71 H 4.917 -1.475 -1.545
72 H 7.295 -2.110 -1.744
73 H 8.381 -3.433 0.050
74 H 7.058 -4.111 2.032
75 H 4.681 -3.471 2.211
76 H -1.573 2.603 4.260
77 H -3.845 1.590 3.370
78 O 3.162 3.508 -4.856
79 C 3.916 2.690 -3.978
80 C 3.038 2.188 -2.866
81 C 3.603 1.606 -1.741
82 C 2.774 1.077 -0.768
83 N 1.447 1.132 -0.860
84 C 0.899 1.753 -1.899
85 C 1.656 2.271 -2.941
86 C -0.589 1.903 -1.857
87 C -1.250 2.806 -2.671
88 C -2.623 2.970 -2.527
89 C -3.367 3.926 -3.421
90 O -3.312 3.529 -4.786
91 C -3.274 2.226 -1.560
92 C -2.545 1.332 -0.787
93 N -1.235 1.174 -0.944
94 H 3.740 3.821 -5.556
95 H 4.758 3.241 -3.545
96 H 4.324 1.823 -4.512
97 H 4.677 1.540 -1.617
98 H 3.175 0.586 0.107
99 H 1.195 2.730 -3.800
100 H -0.713 3.401 -3.395
101 H -2.904 4.913 -3.382
102 H -4.403 4.025 -3.080
103 H -3.527 2.591 -4.835
104 H -4.340 2.323 -1.399
105 H -3.021 0.728 -0.029
106 N -0.816 4.395 1.442
107 N 0.146 3.607 0.726
108 H -1.033 3.943 2.328
109 H -1.670 4.376 0.898
110 H 0.047 2.625 0.976
111 H 1.063 3.895 1.042

HOMO-LUMO gap (alpha / beta) ... 4.26 / 4.20 eV
Net charge ... -1
Relative energy (zero: lowest compared OMol25 entry of this formula, charge and spin) ... 9.1 kcal per mole
Max |F| ... 0.6 eV Å⁻¹
E_tot ... -79495.622 eV

---

[4]
Below is C56H47IN6O2PtS2Sb as an isolated structure in a non-equilibrium geometry, with properties calculated with ωB97M-V with the def2-TZVPD basis set.

Geometry (Å):
1 Pt -1.180 -1.247 0.104
2 S -3.095 1.050 6.600
3 C -2.411 0.165 7.872
4 C -1.514 -0.772 7.431
5 C -1.382 -0.774 6.036
6 C -2.176 0.164 5.408
7 C -2.343 0.428 3.997
8 C -1.649 -0.294 3.017
9 N -1.827 -0.144 1.712
10 C -2.720 0.800 1.278
11 C -3.448 1.596 2.190
12 C -4.364 2.568 1.657
13 C -4.502 2.754 0.328
14 C -3.734 1.985 -0.612
15 C -3.774 2.187 -1.984
16 C -2.972 1.412 -2.837
17 C -2.210 0.390 -2.243
18 N -2.161 0.182 -0.941
19 C -2.873 0.989 -0.103
20 C -2.925 1.636 -4.259
21 C -2.179 0.973 -5.217
22 C -2.386 1.461 -6.513
23 C -3.279 2.499 -6.548
24 S -3.874 2.893 -5.011
25 C -3.251 1.402 3.546
26 H -2.688 0.369 8.894
27 H -0.985 -1.431 8.102
28 H -0.724 -1.446 5.503
29 H -0.913 -1.024 3.325
30 H -4.940 3.152 2.363
31 H -5.183 3.497 -0.065
32 H -4.417 2.947 -2.407
33 H -1.636 -0.277 -2.870
34 H -1.509 0.155 -4.990
35 H -1.908 1.070 -7.398
36 H -3.614 3.048 -7.414
37 H -3.794 1.996 4.268
38 I 2.945 -4.067 -7.479
39 C 2.057 -3.341 -5.716
40 C 1.166 -4.139 -5.008
41 C 0.566 -3.647 -3.862
42 C 0.859 -2.358 -3.421
43 C 1.766 -1.572 -4.134
44 C 2.367 -2.056 -5.280
45 C 0.255 -1.783 -2.198
46 O -0.713 -2.374 -1.602
47 O 0.684 -0.707 -1.731
48 H 0.939 -5.138 -5.354
49 H -0.127 -4.264 -3.305
50 H 1.984 -0.573 -3.780
51 H 3.064 -1.437 -5.827
52 N 2.306 -5.302 3.244
53 C 1.524 -4.460 2.563
54 C 1.971 -3.792 1.405
55 C 1.145 -2.914 0.760
56 N -0.096 -2.610 1.186
57 C -0.541 -3.260 2.280
58 C 0.201 -4.175 2.971
59 H 3.230 -5.524 2.916
60 H 1.962 -5.789 4.054
61 H 2.966 -3.961 1.020
62 H 1.495 -2.437 -0.140
63 H -1.540 -3.019 2.619
64 H -0.230 -4.671 3.830
65 N -3.442 -3.712 0.665
66 C -4.363 -4.422 -0.011
67 C -4.724 -3.673 -1.107
68 C -3.962 -2.505 -1.011
69 N -3.198 -2.530 0.078
70 H -3.005 -3.968 1.531
71 H -4.701 -5.388 0.326
72 H -5.443 -3.925 -1.865
73 H -3.960 -1.660 -1.677
74 C -0.095 3.468 -1.590
75 C 1.162 2.999 -2.273
76 C 1.581 3.612 -3.451
77 C 2.767 3.247 -4.070
78 C 3.580 2.278 -3.501
79 C 3.187 1.656 -2.328
80 C 1.979 2.004 -1.732
81 Sb 1.367 1.049 0.079
82 C 3.004 -0.255 0.584
83 C 3.547 -1.018 -0.448
84 C 4.650 -1.820 -0.213
85 C 5.186 -1.882 1.067
86 C 4.607 -1.163 2.101
87 C 3.499 -0.344 1.890
88 C 2.903 0.404 3.050
89 C 1.235 2.721 1.473
90 C 0.076 2.817 2.233
91 C -0.077 3.864 3.126
92 C 0.935 4.807 3.237
93 C 2.079 4.700 2.463
94 C 2.262 3.655 1.555
95 C 3.513 3.599 0.723
96 H -0.772 3.942 -2.299
97 H 0.153 4.207 -0.823
98 H -0.626 2.643 -1.101
99 H 0.967 4.390 -3.886
100 H 3.064 3.727 -4.993
101 H 4.518 2.003 -3.964
102 H 3.844 0.932 -1.870
103 H 3.099 -1.000 -1.435
104 H 5.085 -2.390 -1.024
105 H 6.048 -2.506 1.262
106 H 5.018 -1.234 3.100
107 H 3.182 -0.067 3.991
108 H 1.814 0.441 2.987
109 H 3.272 1.431 3.079
110 H -0.710 2.077 2.133
111 H -0.975 3.942 3.723
112 H 0.833 5.633 3.928
113 H 2.862 5.442 2.554
114 H 4.327 4.120 1.222
115 H 3.350 4.091 -0.239
116 H 3.829 2.572 0.527

HOMO-LUMO gap ... 3.99 eV
Net charge ... +3
Relative energy (zero: lowest compared OMol25 entry of this formula, charge and spin) ... 22.3 kcal per mole
Max |F| ... 1.2 eV Å⁻¹
E_tot ... -111403.577 eV